No. 1
{
  "formula": "C20H15IrN5O5S6",
  "method": "wB97M-V/def2-TZVPD",
  "species": ["C", "C", "C", "H", "N", "H", "C", "C", "H", "C", "H", "O", "O", "C", "H", "C", "C", "H", "Ir", "N", "C", "S", "S", "S", "H", "C", "C", "H", "H", "H", "O", "C", "O", "C", "H", "S", "H", "N", "H", "C", "S", "H", "S", "O", "C", "C", "N", "H", "C", "N", "C", "C"],
  "coordinates": [[-2.432, -5.604, 2.636], [-1.850, -3.305, 2.128], [-2.198, 3.496, 2.923], [-1.071, -4.984, 1.092], [-0.016, -1.830, -0.624], [-5.602, 5.359, 5.546], [-2.723, -2.871, 3.139], [0.707, -2.297, -1.582], [3.433, -2.363, -2.431], [-3.274, -5.168, 3.649], [-3.830, -5.879, 4.247], [-0.441, 7.798, 4.510], [-1.205, 7.444, 6.811], [1.892, 1.444, -1.284], [-3.917, 2.218, 2.653], [-2.883, 2.400, 2.402], [-2.635, 6.434, 4.967], [1.427, -4.094, -3.989], [-0.288, 0.090, 0.132], [-0.962, 1.688, 1.174], [-3.418, -3.816, 3.893], [3.065, 2.231, -2.123], [1.094, -4.011, -1.617], [0.229, 1.479, -1.680], [-2.785, 0.704, 1.112], [2.084, -3.907, -3.140], [-1.098, -2.357, 1.266], [-2.328, -6.660, 2.429], [-0.317, 4.505, 2.892], [2.846, -4.684, -3.085], [-2.401, 9.002, 5.334], [-4.596, 5.380, 5.139], [-2.910, -1.547, 3.370], [-0.874, 3.653, 2.523], [-3.528, -1.435, 4.099], [-1.541, 7.841, 5.452], [-4.088, -3.470, 4.673], [-0.565, -2.830, 0.178], [0.741, 2.819, 1.374], [-1.734, -4.675, 1.888], [1.328, -1.352, -2.905], [3.109, -2.288, -4.180], [2.151, 0.474, 0.108], [-1.029, -1.107, 1.606], [-2.249, 1.544, 1.533], [-4.119, 4.371, 4.325], [-3.871, 6.441, 5.475], [-4.745, 3.522, 4.083], [-2.824, 4.468, 3.835], [-2.077, 5.514, 4.190], [-0.293, 2.732, 1.678], [2.683, -2.520, -3.206]],
  "gap_ev": 5.9,
  "charge": -1,
  "lumo_ev": 0.47,
  "e_above_lowest_kj_mol": 101.93
}

---

No. 2
{
  "formula": "C2H2S2",
  "method": "wB97M-V/def2-TZVPD",
  "species": ["C", "S", "S", "H", "C", "H"],
  "coordinates": [[-0.345, 0.670, -0.011], [1.408, 1.072, 0.016], [1.385, -1.029, -0.013], [-1.154, -1.432, 0.215], [-0.359, -0.705, 0.039], [-0.935, 1.425, -0.244]],
  "gap_ev": 8.9,
  "charge": 0,
  "lumo_ev": 0.01,
  "e_above_lowest_kj_mol": 36.93
}

---

No. 3
{
  "formula": "C9H8Cl3NO4PtS2",
  "method": "wB97M-V/def2-TZVPD",
  "species": ["C", "C", "O", "S", "Pt", "H", "C", "H", "S", "C", "H", "H", "Cl", "C", "H", "H", "C", "O", "Cl", "O", "C", "H", "N", "C", "H", "C", "Cl", "O"],
  "coordinates": [[0.145, -2.351, 1.028], [2.095, -2.650, 2.328], [-3.298, 0.437, -2.676], [-2.145, 1.191, -2.206], [0.334, 1.252, -0.375], [-1.350, -3.854, 1.178], [-2.142, 2.737, -3.115], [-2.301, 3.542, -2.399], [2.119, -0.375, 0.773], [0.362, 2.224, 1.469], [2.185, -4.398, 3.544], [-0.054, -5.225, 2.813], [-0.824, -1.487, -0.105], [1.415, -1.832, 1.389], [1.372, 2.339, 1.846], [-0.233, 1.689, 2.207], [0.347, -4.295, 2.428], [1.438, 3.719, -3.641], [3.676, -2.171, 2.910], [-2.222, 1.580, -0.790], [1.518, 2.988, -2.679], [-2.951, 2.696, -3.842], [1.668, 2.282, -1.737], [1.591, -3.839, 2.831], [-1.178, 2.863, -3.606], [-0.374, -3.535, 1.520], [-0.342, 3.924, 1.421], [-0.853, 0.550, -2.514]],
  "spin_multiplicity": 3,
  "gap_ev": [5.1, 6.4],
  "charge": -2,
  "lumo_ev": [4.61, 4.61]
}

---

No. 4
{
  "formula": "C44H62GaN3P3SeSi",
  "method": "wB97M-V/def2-TZVPD",
  "species": ["H", "C", "H", "H", "H", "H", "H", "C", "C", "H", "H", "P", "C", "H", "H", "C", "C", "H", "C", "H", "H", "H", "C", "C", "H", "H", "H", "C", "H", "H", "C", "C", "H", "H", "C", "H", "H", "C", "P", "H", "H", "C", "C", "C", "H", "C", "C", "C", "C", "H", "H", "H", "Ga", "C", "C", "C", "N", "H", "H", "H", "C", "H", "C", "C", "H", "C", "H", "C", "H", "H", "H", "H", "C", "C", "C", "H", "Si", "H", "C", "H", "C", "H", "C", "H", "H", "C", "Se", "P", "N", "N", "H", "H", "C", "H", "H", "H", "C", "H", "H", "C", "H", "H", "H", "H", "C", "H", "H", "C", "H", "H", "C", "H", "C", "H", "C"],
  "coordinates": [[1.151, 2.428, -4.932], [-1.577, 5.268, 0.232], [-0.298, -0.940, -3.582], [-3.033, -3.558, -3.405], [4.002, 0.744, -0.325], [3.058, 1.147, -3.655], [-2.707, -4.281, 0.557], [3.143, 1.512, 1.511], [-2.535, -0.220, 0.724], [-3.729, 0.915, -1.375], [4.299, 1.702, 3.341], [-1.373, -1.946, -1.174], [-3.345, -2.523, -3.285], [0.478, -2.134, 4.426], [-1.468, 4.778, -1.833], [-0.231, 0.550, 2.806], [-0.558, -2.336, 4.256], [-5.948, -2.056, 0.632], [-4.886, -0.318, 1.308], [4.983, -2.359, -2.111], [-2.598, -0.612, -2.718], [2.717, 2.490, 3.406], [3.918, 0.508, -3.534], [-1.161, 2.545, 0.699], [-4.821, 1.793, -2.450], [5.207, 1.698, -4.782], [7.029, -1.652, -3.371], [3.567, 2.262, 2.767], [-1.282, 1.169, 5.969], [-5.744, 0.122, 1.793], [-2.952, 3.366, -3.694], [5.117, 0.814, -4.165], [2.170, -2.859, 3.314], [-0.467, 1.734, -4.877], [2.609, -2.764, 2.324], [1.794, -2.756, 1.592], [4.028, 3.203, 2.470], [-1.638, -4.336, 0.376], [-1.103, 1.821, -1.990], [-0.706, -2.583, -4.085], [-2.144, 3.573, -4.391], [6.133, -1.047, -3.375], [-1.482, 4.794, 1.529], [0.736, 0.728, 5.424], [-3.079, 4.209, -3.022], [-2.198, -1.626, -2.837], [3.858, -0.655, -2.784], [-1.256, 3.447, 1.753], [-1.260, 3.028, -0.611], [0.853, 0.930, -4.034], [4.045, -1.551, 1.293], [-3.555, 1.247, 1.885], [0.663, -0.250, -0.546], [-1.259, -3.812, -1.003], [0.438, 1.904, -4.297], [1.423, 2.930, -2.220], [6.193, 0.054, -4.101], [-3.909, 2.661, -1.214], [0.326, -5.256, -1.268], [-3.871, 3.267, -4.271], [-2.381, -2.486, 3.175], [-4.190, -2.477, -2.605], [-2.693, -1.382, -0.041], [-5.010, -1.521, 0.634], [1.227, 3.557, -1.351], [-1.081, 0.839, 3.867], [-1.142, 3.093, 2.768], [1.589, 0.394, 4.388], [-1.443, -2.931, 6.204], [-0.239, 3.708, -3.329], [-1.736, 6.320, 0.042], [-1.895, -4.280, -1.762], [-0.607, 0.932, 5.162], [4.997, -1.444, -2.684], [-2.728, 2.069, -2.924], [2.376, 2.119, 0.994], [-0.881, 0.686, 1.026], [3.872, -1.415, 4.342], [-1.441, 4.390, -0.828], [-2.134, 0.997, 3.677], [3.440, -1.482, 2.212], [4.950, -0.404, 3.357], [-3.654, 0.309, 1.359], [-3.563, -3.090, 4.823], [-3.110, -2.474, 2.392], [4.318, 1.293, 0.565], [2.185, -1.387, -2.062], [2.250, -0.125, 1.711], [-2.670, -2.808, 4.454], [-1.116, -2.195, 3.021], [0.846, -3.717, -0.555], [2.633, 0.223, 4.599], [0.155, 2.725, -3.043], [3.233, -3.639, 2.145], [2.198, 3.407, -2.820], [-1.512, -1.206, -4.841], [-3.924, -2.035, -0.048], [5.118, -2.155, 3.354], [5.105, 0.727, 1.057], [0.193, -4.177, -1.301], [-3.691, -2.169, -4.256], [-2.734, 1.253, -3.659], [4.734, 2.246, 0.248], [-1.348, -5.382, 0.447], [-1.505, -2.717, 5.158], [-1.570, 5.477, 2.362], [-4.030, -2.966, -0.582], [4.395, -1.339, 3.392], [1.117, 0.833, 6.428], [-1.125, -3.786, 1.164], [-3.865, 1.842, -1.930], [1.806, 1.964, -1.867], [-1.111, -1.590, -3.905], [0.502, -3.827, -2.286], [1.116, 0.291, 3.083]],
  "gap_ev": 7.5,
  "charge": 1,
  "lumo_ev": -2.53,
  "e_above_lowest_kj_mol": 0.00
}

---

No. 5
{
  "formula": "C2H6N4S",
  "method": "wB97M-V/def2-TZVPD",
  "species": ["H", "H", "N", "N", "H", "C", "H", "S", "C", "H", "H", "N", "N"],
  "coordinates": [[0.635, -0.454, 1.455], [2.199, 1.613, 0.500], [-2.615, -0.979, 0.205], [-0.055, -0.826, -0.426], [2.083, -0.963, 0.455], [1.469, 1.005, -0.084], [1.859, 0.683, -1.122], [-0.082, 1.828, -0.004], [1.066, -0.421, 0.419], [-3.704, -1.032, 0.316], [0.255, -0.926, -1.394], [-0.934, 0.285, -0.365], [-2.176, 0.188, 0.044]],
  "gap_ev": 9.1,
  "charge": 0,
  "lumo_ev": 0.72,
  "e_above_lowest_kj_mol": 407.96
}

---

No. 6
{
  "formula": "C5H8O",
  "method": "wB97M-V/def2-TZVPD",
  "species": ["C", "H", "C", "H", "H", "C", "H", "H", "C", "H", "H", "C", "O", "H"],
  "coordinates": [[1.755, 0.308, -0.213], [-1.056, -0.587, -1.762], [-1.291, 0.815, 1.609], [2.224, 1.213, 0.190], [0.064, -1.611, -0.812], [-0.605, -0.743, -0.782], [2.281, 0.046, -1.141], [0.148, 1.300, -1.218], [-0.404, 1.027, 0.815], [1.927, -0.494, 0.512], [-2.066, 0.686, 2.319], [0.247, 0.555, -0.411], [-1.741, -1.056, 0.025], [-1.485, -1.458, 0.867]],
  "gap_ev": 10.6,
  "charge": 0,
  "lumo_ev": 0.97,
  "e_above_lowest_kj_mol": 291.45
}

---

Computed values of calculated total energy (unit: Eh) for the preceding records, in sequence: -3914.71274; -873.72366; -2999.78209; -7517.74181; -696.87068; -270.44688.